# 1
This record from the Open Molecules 2025 dataset describes one molecule with the formula C15H11Cl2N3OS in a non-equilibrium geometry. The level of theory is wB97M-V/def2-TZVPD.

Calculated values
energy above the lowest of the compared OMol25 structures with the same formula, charge and spin: 0.000 eV
largest force on an atom: 0.055 hartree/bohr
multiplicity: 1
SMILES: Cc1cc(C(=O)Nc2cc(Cl)cc(Cl)c2)nn1-c1cccs1
frontier orbital gap: 8.8 eV

Last column: Mulliken charge in e.
CARTESIAN COORDINATES (ANGSTROEM)
C: -4.5883 -0.4401 -0.5634  -1.568
C: -3.0894 -0.3666 -0.4560  0.953
C: -2.2056 -0.6228 -1.4359  -1.028
C: -0.8776 -0.3980 -0.8893  0.617
C: 0.4646 -0.5454 -1.5665  0.001
O: 0.4617 -0.7265 -2.7836  -0.640
N: 1.6056 -0.3355 -0.7598  -0.133
C: 2.9195 -0.1032 -1.1611  0.535
C: 3.8506 0.2470 -0.1651  -0.514
C: 5.1915 0.5102 -0.4762  0.093
Cl: 6.3786 0.8746 0.7660  -0.213
C: 5.6652 0.4263 -1.7812  -0.515
C: 4.7543 0.0851 -2.8117  0.117
Cl: 5.2534 0.0279 -4.5204  -0.214
C: 3.3850 -0.1440 -2.5055  -0.569
N: -1.0117 -0.0156 0.3700  -0.740
N: -2.3013 -0.0044 0.6549  0.628
C: -2.7173 0.1336 1.9530  0.444
C: -2.0443 0.9012 2.8577  -0.448
C: -2.6204 0.7637 4.1875  -0.443
C: -3.6681 -0.1383 4.2267  -0.529
S: -4.0111 -0.8366 2.6521  -0.113
H: -4.9703 -1.3153 0.0094  0.320
H: -5.0444 0.4871 -0.1812  0.344
H: -4.9290 -0.5495 -1.5976  0.363
H: -2.4173 -0.8540 -2.4542  0.456
H: 1.3457 -0.2435 0.2391  0.235
H: 3.5169 0.2944 0.8646  0.377
H: 6.6791 0.6934 -2.0568  0.398
H: 2.7067 -0.3132 -3.3325  0.564
H: -1.1597 1.4886 2.5951  0.397
H: -2.2949 1.3625 5.0185  0.385
H: -4.2277 -0.3429 5.1034  0.440



# 2
This record from the Open Molecules 2025 dataset describes C15H11Cl2NO6RuS as an isolated structure. The level of theory is wB97M-V/def2-TZVPD.

Calculated values
energy above the lowest of the compared OMol25 structures with the same formula, charge and spin: 0.000 eV
net charge: +2
largest force on an atom: 0.013 hartree/bohr
multiplicity: 1
frontier orbital gap (alpha / beta): 5.2 / 5.2 eV

Last column: Mulliken charge in e.
CARTESIAN COORDINATES (ANGSTROEM)
Ru: 2.0801 -2.1707 -0.0731  0.522
Cl: 4.2565 -2.0966 1.2918  -0.002
C: 3.6925 -3.4879 2.2458  -0.181
Cl: 2.1491 -4.0585 1.5123  -0.008
H: 3.4847 -3.1689 3.2607  0.353
H: 4.4156 -4.2925 2.1745  0.391
O: -6.2349 -1.5926 -0.1912  -0.413
C: -5.1616 -0.8288 -0.0331  0.473
O: -5.2117 0.3349 0.2268  -0.431
C: -3.7897 -1.4233 -0.2583  0.429
C: -2.7671 -1.0068 0.6209  -0.950
C: -1.4795 -1.4027 0.4106  -0.270
C: -1.1864 -2.2236 -0.7161  0.944
S: 0.3382 -2.7717 -1.1572  0.014
C: -2.2310 -2.6500 -1.5941  -0.536
C: -3.5182 -2.2409 -1.3629  -0.682
H: -6.0362 -2.5350 -0.2733  0.351
H: -3.0264 -0.3581 1.4468  0.480
H: -0.6885 -1.0924 1.0756  0.552
H: -1.9920 -3.2801 -2.4419  0.442
H: -4.3117 -2.5313 -2.0395  0.491
O: 2.6000 -0.5860 -1.1215  -0.739
C: 1.9797 0.2199 -0.3187  1.478
O: 1.3817 -0.4256 0.6243  -0.722
C: 1.9589 1.6501 -0.4648  0.333
C: 2.6535 2.2597 -1.5177  -0.586
C: 2.6217 3.6354 -1.6440  -0.664
C: 1.9005 4.4009 -0.7338  -0.453
C: 1.2204 3.7696 0.2951  -0.182
C: 1.2341 2.4062 0.4584  -0.343
N: 0.4413 4.5827 1.2610  1.035
O: 0.4666 5.7787 1.1135  -0.567
O: -0.1575 3.9735 2.1217  -0.595
H: 3.2091 1.6549 -2.2218  0.468
H: 3.1552 4.1200 -2.4490  0.445
H: 1.8562 5.4789 -0.8100  0.539
H: 0.6971 1.9585 1.2821  0.585